(1)
Here is 3 unconnected molecules or ions with the total composition C32H67FIN4O4 at a distorted geometry from OMol25. Energies are from ωB97M-V/def2-TZVPD.

Element x y z (Å)
C: 7.613 -1.370 1.418
O: 8.696 -2.249 1.118
C: 9.660 -1.641 0.271
C: 9.038 -0.942 -1.013
C: 10.101 -0.836 -2.177
C: 10.427 0.678 -2.488
C: 9.180 1.411 -3.099
C: 8.951 2.870 -2.539
C: 7.785 2.975 -1.503
C: 6.376 2.548 -2.095
C: 6.185 3.117 -3.537
C: 4.691 3.187 -4.050
C: 3.660 2.341 -3.241
C: 3.706 0.793 -3.601
N: 3.448 0.046 -2.325
C: 2.156 0.133 -1.781
C: 0.893 0.860 -2.309
O: -0.287 0.097 -2.189
O: -0.140 -1.127 -2.821
C: 2.293 -0.630 -0.585
C: 1.240 -0.909 0.533
C: 1.523 0.186 1.657
C: 1.249 1.652 1.182
I: 0.463 -0.169 3.509
N: 3.583 -1.112 -0.546
F: 4.170 -1.894 0.367
C: 4.311 -0.689 -1.622
O: 5.592 -0.936 -1.879
H: 6.850 -1.447 0.600
H: 7.157 -1.679 2.385
H: 7.953 -0.312 1.498
H: 10.383 -2.396 -0.113
H: 10.252 -0.858 0.808
H: 8.662 0.057 -0.700
H: 8.193 -1.604 -1.323
H: 11.037 -1.341 -1.835
H: 9.691 -1.362 -3.067
H: 11.241 0.641 -3.256
H: 10.853 1.162 -1.582
H: 9.337 1.492 -4.197
H: 8.273 0.794 -2.905
H: 9.918 3.172 -2.062
H: 8.818 3.588 -3.385
H: 8.059 2.331 -0.631
H: 7.729 4.017 -1.099
H: 5.618 2.928 -1.365
H: 6.370 1.429 -2.069
H: 6.573 4.166 -3.516
H: 6.815 2.540 -4.246
H: 4.346 4.246 -4.116
H: 4.705 2.826 -5.111
H: 2.645 2.681 -3.577
H: 3.679 2.503 -2.144
H: 4.713 0.496 -3.961
H: 2.887 0.500 -4.291
H: 1.084 1.203 -3.355
H: 0.752 1.767 -1.674
H: -0.197 -1.803 -2.119
H: 0.205 -0.861 0.135
H: 1.483 -1.907 0.966
H: 2.621 0.122 1.860
H: 0.153 1.843 1.224
H: 1.642 1.885 0.169
H: 1.781 2.327 1.895
H: 5.701 -1.563 -2.619
C: -6.612 -0.572 1.808
C: -5.667 -0.115 0.705
N: -4.264 -0.130 1.087
C: -3.385 0.527 0.137
C: -3.233 -0.089 -1.250
C: -3.748 -1.388 1.597
C: -3.838 -2.619 0.689
H: -6.491 0.035 2.708
H: -7.646 -0.471 1.472
H: -6.460 -1.620 2.070
H: -5.947 0.911 0.445
H: -5.853 -0.725 -0.190
H: -2.388 0.621 0.585
H: -3.734 1.559 0.015
H: -2.597 -0.974 -1.224
H: -2.747 0.630 -1.913
H: -4.188 -0.355 -1.704
H: -4.268 -1.621 2.532
H: -2.707 -1.246 1.899
H: -4.800 -2.695 0.179
H: -3.714 -3.526 1.287
H: -3.046 -2.627 -0.060
C: -13.249 -1.673 5.580
C: -12.159 -0.817 4.950
N: -11.185 -1.573 4.179
C: -10.021 -0.785 3.799
C: -10.233 0.390 2.840
C: -11.723 -2.433 3.136
C: -12.560 -1.778 2.032
H: -12.821 -2.445 6.223
H: -13.900 -1.048 6.194
H: -13.879 -2.154 4.829
H: -11.638 -0.307 5.767
H: -12.637 -0.031 4.347
H: -9.262 -1.451 3.376
H: -9.568 -0.393 4.716
H: -10.376 0.053 1.813
H: -9.345 1.028 2.841
H: -11.081 1.015 3.124
H: -12.335 -3.205 3.612
H: -10.904 -2.992 2.674
H: -13.258 -1.035 2.421
H: -13.148 -2.541 1.517
H: -11.932 -1.304 1.279

- charge = +1
- E_tot (eV) = -59225.371
- HOMO-LUMO gap (eV) = 6.0
- HOMO energy (eV) = -9.07

---

(2)
Here is 5 unconnected molecules or ions with the total composition C32H72Br2ClNO7PS5 at a distorted geometry from OMol25. Energies are from ωB97M-V/def2-TZVPD.

Element x y z (Å)
C: -5.913 1.791 1.006
C: -5.093 0.526 0.787
C: -5.308 -0.104 -0.583
C: -4.874 0.700 -1.807
C: -3.453 0.564 -2.351
C: -2.257 1.025 -1.531
Br: -2.777 2.735 -0.622
O: -2.083 0.150 -0.458
C: -0.882 -0.597 -0.217
C: -0.956 -2.028 -0.778
C: -2.320 -2.720 -0.636
C: -2.831 -2.629 0.795
C: -2.062 -4.226 -0.958
C: 0.397 0.239 -0.451
C: 1.664 -0.517 -0.861
C: 1.956 -1.905 -0.265
C: 1.813 -3.053 -1.262
Cl: 1.345 -4.560 -0.457
C: 0.663 0.997 0.889
C: 1.505 0.343 1.961
C: 1.975 1.412 2.958
Br: 0.552 -1.004 3.003
N: 0.140 1.456 -1.411
S: 1.616 2.250 -1.985
C: -0.979 1.312 -2.404
C: -1.238 2.593 -3.249
C: -0.640 3.981 -2.920
O: -0.360 4.222 -1.551
C: 0.646 5.204 -1.331
C: 0.337 6.546 -1.976
P: -0.651 -0.129 -3.639
C: 0.741 0.475 -4.662
O: -1.838 -0.004 -4.757
H: -5.626 2.603 0.344
H: -6.974 1.567 0.946
H: -5.731 2.134 2.023
H: -5.469 -0.196 1.514
H: -4.049 0.690 1.042
H: -6.386 -0.212 -0.674
H: -4.929 -1.120 -0.611
H: -5.490 0.320 -2.623
H: -5.192 1.734 -1.713
H: -3.460 1.035 -3.329
H: -3.270 -0.490 -2.565
H: -0.900 -0.755 0.854
H: -0.526 -2.157 -1.764
H: -0.344 -2.637 -0.110
H: -3.035 -2.396 -1.382
H: -3.095 -1.613 1.071
H: -2.103 -3.027 1.499
H: -3.758 -3.191 0.874
H: -2.607 -4.852 -0.261
H: -2.384 -4.461 -1.970
H: -1.007 -4.483 -0.907
H: 1.701 -0.624 -1.945
H: 2.500 0.101 -0.556
H: 2.989 -1.934 0.071
H: 1.378 -2.101 0.633
H: 2.789 -3.251 -1.694
H: 1.152 -2.820 -2.090
H: -0.314 1.218 1.323
H: 1.112 1.972 0.697
H: 2.413 -0.128 1.605
H: 2.477 2.222 2.441
H: 2.598 0.955 3.714
H: 1.085 1.799 3.451
H: -0.251 2.196 -0.796
H: 2.209 1.230 -2.613
H: -2.307 2.714 -3.356
H: -0.907 2.420 -4.271
H: 0.281 4.126 -3.485
H: -1.327 4.732 -3.308
H: 1.599 4.852 -1.731
H: 0.740 5.343 -0.260
H: -0.720 6.789 -1.916
H: 0.585 6.505 -3.035
H: 0.939 7.337 -1.545
H: 0.526 0.255 -5.702
H: 0.872 1.553 -4.594
H: 1.670 0.005 -4.357
H: -2.380 -0.794 -4.672
C: 5.557 4.707 5.538
S: 4.173 3.610 5.837
O: 4.109 2.663 4.681
C: 2.893 4.840 5.566
H: 6.471 4.123 5.618
H: 5.480 5.137 4.548
H: 5.560 5.492 6.293
H: 2.999 5.259 4.565
H: 2.982 5.623 6.318
H: 1.928 4.347 5.664
C: 9.161 7.092 2.236
S: 7.647 6.136 2.361
O: 7.116 6.343 3.737
C: 8.431 4.521 2.352
H: 8.893 8.145 2.273
H: 9.815 6.847 3.073
H: 9.651 6.870 1.288
H: 9.135 4.453 3.181
H: 8.944 4.374 1.401
H: 7.651 3.771 2.467
C: 3.245 -9.705 0.506
S: 1.516 -9.243 0.677
O: 0.710 -10.448 0.366
C: 1.461 -8.188 -0.778
H: 3.480 -10.408 1.301
H: 3.400 -10.179 -0.463
H: 3.869 -8.817 0.605
H: 1.739 -8.765 -1.660
H: 2.139 -7.347 -0.643
H: 0.442 -7.822 -0.885
C: -5.487 -5.552 -0.717
S: -7.138 -4.857 -0.823
O: -6.990 -3.398 -0.572
C: -7.758 -5.592 0.693
H: -4.914 -5.172 -1.560
H: -5.022 -5.238 0.217
H: -5.537 -6.640 -0.769
H: -7.132 -5.282 1.530
H: -7.758 -6.677 0.594
H: -8.775 -5.238 0.841

- charge = +1
- E_tot (eV) = -266236.135
- HOMO-LUMO gap (eV) = 7.3
- HOMO energy (eV) = -10.20